Version one
19
Properties=species:S:1:pos:R:3:lowdin_charge:R:1 method="wB97M-V/def2-TZVPD" total_charge=0 spin_multiplicity=1 gap_ev="7.923 / 5.618" molar_mass_da=125.2
Si -0.7135 -0.9412 -0.1949 0.69
N -0.2218 -2.3141 -1.0844 -0.14
C -1.1596 0.5083 -1.2120 -0.31
C -0.8542 1.8181 -1.1299 -0.10
C 2.3092 0.5699 0.1833 -0.01
C -0.8224 -1.3025 1.7053 -0.28
C -1.4756 -0.5153 2.6101 -0.10
C 2.2735 1.5311 -0.6809 -0.14
H -1.4700 -0.8122 3.7375 0.08
H 3.1358 1.9072 -1.1520 0.03
H -0.3638 -2.1904 1.9894 0.01
H -1.1509 2.4760 -2.0113 0.10
H -1.5930 0.1984 -2.2198 0.07
H -1.9722 0.4664 2.4039 0.06
H -0.1628 -3.2059 -0.5567 0.03
H 1.2728 1.8159 -0.8937 -0.03
H 3.0761 0.2192 0.7332 -0.04
H -0.5371 2.1722 -0.2695 -0.01
H 0.4296 -2.4010 -1.9577 0.09

***

Version two
19
Properties=species:S:1:pos:R:3:lowdin_charge:R:1 method="wB97M-V/def2-TZVPD" total_charge=0 spin_multiplicity=1 gap_ev="7.109 / 7.142" molar_mass_da=125.2
Si 0.0836 -0.0241 -0.1344 0.80
N -0.6813 -1.8469 1.9027 -0.08
C -1.8637 2.0614 0.6729 -0.04
C -1.4133 1.0870 -0.2032 -0.25
C 1.6312 0.6061 0.7576 -0.27
C 2.7403 -0.0154 0.9969 -0.06
C 0.4981 -0.8647 -1.6959 -0.28
C -0.3864 -1.1750 -2.6086 -0.07
H -0.1320 -1.7158 -3.6130 0.10
H 1.5177 -1.1310 -1.9969 0.07
H -0.4174 -1.1546 2.5049 -0.17
H 3.5614 0.4934 1.3954 0.04
H -1.3392 2.5788 1.4535 0.03
H -1.7000 -2.0556 1.8198 -0.07
H 1.4465 1.7147 0.9193 0.07
H -2.8736 2.5078 0.7402 0.06
H 2.8392 -0.9884 0.6195 0.05
H -2.0973 0.9099 -1.0408 0.04
H -1.4139 -0.9875 -2.4900 0.02

***

Q: Which of them is the most stable? A: version two.

***

Version one
20
Properties=species:S:1:pos:R:3:lowdin_charge:R:1 method="wB97M-V/def2-TZVPD" total_charge=+1 spin_multiplicity=1 gap_ev=4.448 molar_mass_da=126.1
O -0.8815 0.5421 -1.8558 -0.11
O -1.6094 0.9379 0.3930 0.04
O 1.5011 -1.3727 0.7913 -0.11
O -3.4660 -2.4192 1.3839 -0.06
N 1.9030 1.0225 0.2402 0.10
C 0.6379 1.4457 0.6798 0.01
C 1.9101 0.8221 -1.1889 -0.02
C -0.4293 0.4427 0.7594 -0.15
H 1.9043 0.0052 0.5995 0.05
H 1.3600 -0.1001 -1.4645 0.14
H -0.5405 -0.6308 0.9840 0.18
H 0.2591 2.3807 0.2453 0.19
H 2.3558 -1.7693 1.0179 0.05
H -1.3984 0.8759 -0.8124 0.05
H 2.8971 0.8296 -1.6201 0.12
H -1.4182 0.2910 -2.6160 0.05
H -3.1735 -3.2172 1.8379 0.04
H 1.3885 1.7172 -1.6095 0.12
H 0.3072 0.8250 1.7876 0.27
H -3.5074 -2.6283 0.4472 0.03

***

Version two
20
Properties=species:S:1:pos:R:3:lowdin_charge:R:1 method="wB97M-V/def2-TZVPD" total_charge=+1 spin_multiplicity=1 gap_ev=10.774 molar_mass_da=126.1
O 1.6552 0.9224 -1.8586 -0.03
O 2.3862 -0.8486 0.4631 -0.04
O -2.7214 1.7413 -1.1510 -0.04
O -0.8252 -2.4261 1.7703 0.09
N -1.1675 -0.0029 0.7316 0.23
C 1.3615 -0.1205 1.0388 -0.23
C 0.0424 -2.1533 0.9819 -0.15
C 0.0416 -0.7248 0.3855 -0.24
H -1.8556 -0.7032 1.1198 0.18
H 1.3869 0.9430 0.7431 0.12
H 1.3726 -0.1390 2.1522 0.15
H -1.7267 0.3786 -0.0462 0.13
H -0.9188 0.7398 1.3939 0.18
H 2.6237 -0.5728 -0.4335 0.10
H -3.6213 1.4319 -1.2626 0.06
H 0.9116 0.8882 -2.4681 0.06
H 0.9382 -2.7421 0.8339 0.14
H 0.4131 -0.7658 -0.6524 0.15
H 2.3015 1.5110 -2.2608 0.07
H -2.5980 2.6430 -1.4807 0.07

***

Version three
20
Properties=species:S:1:pos:R:3:lowdin_charge:R:1 method="wB97M-V/def2-TZVPD" total_charge=+1 spin_multiplicity=1 gap_ev=11.824 molar_mass_da=126.1
O -2.4977 0.7787 1.9504 -0.05
O -0.1541 -0.7277 1.7318 -0.05
O -1.0358 0.2328 -1.2966 0.16
O -0.0630 -1.7914 -0.8981 0.14
N 0.8825 1.3754 0.2748 0.23
C -0.1246 -0.4801 -0.9631 -0.54
C 2.2215 0.3231 -1.4482 -0.02
C 1.1578 0.0570 -0.3725 -0.29
H 3.1508 0.7103 -1.0915 0.08
H -1.0778 -0.8394 1.4811 0.05
H -0.6380 -2.4061 -1.3859 0.17
H 1.8146 0.8412 -2.2897 0.08
H 2.4638 -0.6770 -1.9980 0.14
H 1.1920 1.3494 1.2494 0.18
H -0.1749 1.4683 0.4564 0.18
H -1.9938 1.4686 2.3778 0.04
H 0.2886 -1.5703 1.5720 0.07
H 1.0344 2.1520 -0.3665 0.18
H 1.5751 -0.7845 0.3108 0.18
H -3.2218 0.4155 2.4922 0.08

***

Q: Which of them is the most stable? A: version three.

***

Version one
14
Properties=species:S:1:pos:R:3:lowdin_charge:R:1 method="wB97M-V/def2-TZVPD" total_charge=0 spin_multiplicity=1 gap_ev=8.174 molar_mass_da=137.2
S -1.5170 1.2323 -0.0290 0.84
S 0.9957 2.0421 -1.4585 0.53
O -0.4921 -1.3289 -0.4248 -0.07
N 0.4060 -0.4418 -0.6117 -0.48
C -1.4232 0.6087 1.6852 -0.42
C 1.6182 -0.8758 -0.8671 -0.13
C 0.0487 0.8658 -0.6422 -1.12
H -0.3100 0.8604 2.0826 0.08
H -1.5773 -0.5594 2.0770 0.11
H 1.8627 -1.6814 -0.0848 0.12
H -1.3961 -0.7482 -0.9954 0.22
H -2.2339 1.4588 2.0521 0.07
H 1.5171 -1.3701 -1.9070 0.13
H 2.5012 -0.0623 -0.8766 0.12

***

Version two
14
Properties=species:S:1:pos:R:3:lowdin_charge:R:1 method="wB97M-V/def2-TZVPD" total_charge=0 spin_multiplicity=1 gap_ev=8.545 molar_mass_da=137.2
S -1.2607 0.5115 -2.7580 0.26
S -0.8831 1.7455 -1.0931 0.41
O 2.2680 -0.8143 0.4226 0.03
N -1.0028 -1.0321 0.5856 0.00
C 0.4517 1.1019 -0.0847 -0.52
C 1.3590 -0.8975 1.2157 -0.22
C 0.0444 -0.0302 0.9689 -0.38
H 1.2331 -1.7229 1.9717 0.12
H -1.8106 1.6058 -3.4155 -0.17
H -1.0440 -1.6491 -0.2936 0.11
H -1.0465 -1.8409 1.2965 0.10
H -0.1493 0.5909 1.8864 0.14
H 0.9299 2.0036 0.2001 0.05
H 0.9106 0.4276 -0.9026 0.08

***

Q: Which of them is the most stable? A: version two.

***

Version one
13
Properties=species:S:1:pos:R:3:lowdin_charge:R:1 method="wB97M-V/def2-TZVPD" total_charge=-1 spin_multiplicity=1 gap_ev=8.966 molar_mass_da=104.1
O 1.6486 0.5555 -1.4990 -0.15
O 1.7548 -1.6672 -1.2580 -0.13
N -1.9699 0.8246 1.8286 0.02
N -0.6464 1.2831 -0.0055 0.11
N -0.5830 -0.8432 0.8776 0.12
C 2.0662 -0.5886 -1.8055 -0.63
C -1.1005 0.4221 0.9587 -0.67
H -0.8545 -1.4567 1.6201 0.07
H 2.7717 -0.6281 -2.6662 0.09
H -2.2927 0.0539 2.4073 -0.01
H 0.2353 1.0639 -0.5143 0.04
H 0.1627 -1.1224 0.2300 0.07
H -1.1924 2.1031 -0.1740 0.07

***

Version two
13
Properties=species:S:1:pos:R:3:lowdin_charge:R:1 method="wB97M-V/def2-TZVPD" total_charge=-1 spin_multiplicity=1 gap_ev=6.951 molar_mass_da=104.1
O 2.0931 0.9437 -0.6541 -0.15
O 4.1891 0.2205 0.5886 -0.13
N 2.2100 -0.2652 -0.3010 -0.33
N 0.9265 -1.3500 -0.4474 -0.06
N 3.2086 -0.7462 0.3021 -0.04
C -0.6737 0.0037 0.8105 -0.13
C -0.2316 -0.6690 -0.6602 -0.46
H -1.7633 0.1474 0.7858 0.03
H -0.2687 0.2820 -1.4257 0.11
H 3.7279 1.0874 0.3182 0.08
H -0.1885 0.9604 0.8846 0.02
H -1.0147 -1.3176 -1.0375 0.06
H -0.2044 -0.6229 1.5190 0.02

***

Q: Which of them is the most stable? A: version one.